Record 1
{"formula": "C5H3AlCl2NO3Yb", "method": "ωB97M-V/def2-TZVPD", "homo_lumo_gap_ha": [0.309, 0.274], "fmax_ha_per_bohr": 0.131, "total_energy_ha": -2792.6719, "multiplicity": 2, "s2": 0.751, "total_charge": 4, "lumo_energy_ev": [-15.837, -16.754], "e_above_lowest_kcal_mol": 0.0, "molar_mass_da": 396.01, "elements": ["Yb", "Al", "Cl", "Cl", "C", "C", "C", "O", "O", "O", "C", "C", "N", "H", "H", "H"], "xyz": [[-0.1328, -0.1265, -4.8112], [-0.1460, -1.1297, 2.0161], [-1.0020, 2.0355, -4.4593], [1.7165, -2.0063, 1.6694], [-1.1992, -2.3474, 3.4116], [-0.6566, 0.1763, -7.1211], [0.3184, -2.3003, -6.1854], [-1.2720, -3.1923, 4.2101], [-0.9145, 0.3001, -8.2406], [0.4925, -3.1925, -6.9112], [0.5362, 2.3488, 4.6947], [0.3112, 1.1922, 3.8841], [0.1628, 0.3044, 3.1335], [-0.3819, 2.9488, 4.7569], [1.3382, 2.9509, 4.2466], [0.8293, 2.0379, 5.7059]]}


Record 2
{"formula": "C6H11N3", "method": "ωB97M-V/def2-TZVPD", "homo_lumo_gap_ha": 0.373, "fmax_ha_per_bohr": 0.154, "total_energy_ha": -398.7050, "multiplicity": 1, "total_charge": 2, "lumo_energy_ev": -9.307, "e_above_lowest_kcal_mol": 83.8, "molar_mass_da": 125.17, "smiles": "C#CC(/[NH+]=C(/C)N)=[NH+]/C", "elements": ["C", "C", "C", "N", "C", "C", "N", "N", "C", "H", "H", "H", "H", "H", "H", "H", "H", "H", "H", "H"], "xyz": [[2.4606, -0.3516, -2.2299], [1.8118, -0.2573, -1.2313], [0.9143, -0.3168, 0.2721], [-0.4105, 0.0122, 0.2117], [-1.3016, 0.2844, -0.8147], [-2.7002, 0.2938, -0.4774], [-0.9029, 0.4301, -2.0292], [1.5739, -0.4539, 1.3562], [0.9921, -0.1574, 2.6634], [3.1181, -0.2804, -3.0705], [-0.6254, -0.2975, 1.1124], [-3.0639, 0.7920, 0.5228], [-3.2481, 0.5562, -1.3004], [-2.9325, -0.8197, -0.4147], [-1.4042, 0.7963, -2.7699], [0.1937, 0.4234, -2.0850], [2.6155, -0.5037, 1.2310], [0.5197, -1.0440, 2.9504], [0.5071, 0.7472, 2.6858], [1.8824, 0.1468, 3.4171]]}